1.
Formula: C60H141N9O2
Source: OMol25
Level of theory: the ωB97M-V functional and the def2-TZVPD basis

Values from the calculation:
**Total charge**: 0
**E_tot**: -82006.874 eV
**E_LUMO**: 0.569 eV
**Maximum force**: 3.8 eV Å⁻¹

CARTESIAN COORDINATES (ANGSTROEM)
H (11.911, 7.311, 13.331)
C (11.825, 19.793, 19.080)
H (7.299, 14.508, 24.950)
C (19.050, 17.810, 14.953)
H (9.667, 20.168, 13.770)
H (9.822, 11.014, 19.625)
H (15.845, 18.218, 14.984)
C (10.129, 6.920, 12.264)
O (8.310, 12.185, 18.039)
H (16.417, 18.805, 24.319)
C (17.917, 19.113, 21.495)
H (18.669, 18.824, 14.658)
H (10.392, 5.852, 12.137)
H (10.563, 10.749, 23.155)
H (11.326, 19.786, 24.608)
C (10.172, 9.853, 15.912)
H (8.804, 17.168, 14.619)
H (11.350, 10.577, 21.595)
H (15.604, 8.742, 23.437)
H (13.285, 9.680, 12.619)
H (12.616, 21.045, 13.691)
C (14.874, 18.308, 16.931)
C (15.736, 12.871, 16.799)
H (9.937, 15.922, 22.609)
C (19.361, 11.292, 18.137)
C (11.629, 20.987, 13.228)
H (10.867, 14.030, 17.045)
H (18.943, 17.448, 22.488)
H (11.429, 9.203, 22.791)
H (20.161, 9.465, 19.797)
H (11.296, 18.683, 11.899)
H (15.272, 15.121, 22.411)
C (12.393, 9.769, 13.246)
C (17.571, 17.137, 17.668)
C (19.276, 12.631, 20.132)
H (14.889, 17.268, 23.408)
H (8.163, 18.740, 22.654)
C (10.819, 18.093, 12.698)
H (13.056, 15.888, 25.998)
H (12.845, 10.684, 24.307)
H (16.773, 19.199, 16.007)
C (10.960, 9.246, 16.853)
H (14.242, 16.083, 21.235)
H (12.322, 18.806, 18.972)
C (12.868, 15.684, 19.176)
N (10.726, 19.187, 21.212)
H (11.934, 13.728, 19.090)
H (18.363, 15.837, 15.589)
C (15.293, 9.563, 24.084)
H (17.902, 17.012, 21.198)
C (16.153, 18.257, 16.022)
H (9.932, 13.326, 21.723)
H (10.416, 10.806, 11.823)
O (11.761, 8.206, 16.456)
H (14.454, 12.570, 21.491)
C (15.267, 16.003, 21.728)
H (13.927, 10.064, 19.799)
H (16.050, 9.665, 24.896)
C (17.771, 12.747, 20.408)
H (11.631, 13.509, 21.604)
H (16.836, 12.978, 16.783)
H (11.495, 10.888, 9.687)
C (20.136, 12.125, 17.128)
C (9.973, 10.648, 18.642)
H (17.984, 19.116, 20.376)
H (9.179, 20.607, 21.227)
C (11.085, 18.996, 22.631)
H (16.599, 17.390, 26.569)
H (12.823, 11.937, 21.214)
C (15.547, 17.249, 22.531)
H (12.431, 9.438, 9.926)
C (11.462, 7.694, 12.426)
C (12.947, 14.159, 18.940)
H (12.514, 12.040, 23.282)
C (18.487, 15.956, 18.039)
C (10.834, 17.997, 15.183)
H (19.856, 9.389, 22.372)
H (12.093, 18.591, 22.605)
C (17.965, 17.703, 22.076)
H (14.462, 9.263, 24.686)
C (12.716, 15.507, 25.013)
C (10.704, 14.034, 21.544)
H (12.726, 10.890, 10.965)
H (10.469, 18.192, 23.063)
H (15.352, 18.157, 21.945)
H (19.519, 10.307, 17.856)
H (11.517, 21.011, 23.307)
H (8.164, 15.738, 23.863)
H (10.384, 9.565, 14.874)
C (15.061, 13.958, 17.664)
H (18.837, 19.680, 21.738)
C (19.898, 10.324, 21.837)
C (9.364, 19.580, 20.976)
H (15.845, 11.092, 22.602)
C (9.219, 11.248, 17.667)
C (9.262, 14.023, 24.403)
H (17.231, 12.537, 19.427)
H (13.143, 11.518, 14.150)
H (14.958, 11.730, 24.103)
H (7.679, 12.271, 17.325)
H (8.646, 17.592, 21.554)
H (12.126, 16.115, 18.505)
H (18.213, 18.035, 17.727)
H (15.457, 10.878, 19.989)
C (11.957, 10.256, 10.455)
C (12.204, 11.262, 13.572)
H (12.601, 9.252, 14.187)
H (9.409, 13.492, 25.394)
N (10.632, 14.447, 24.016)
H (15.284, 16.969, 25.418)
N (13.877, 10.762, 22.422)
H (16.060, 15.939, 20.992)
H (16.741, 15.934, 25.641)
N (11.211, 9.148, 12.651)
H (10.908, 15.907, 13.135)
H (21.227, 11.941, 17.301)
C (8.371, 18.625, 21.590)
H (10.893, 20.368, 15.156)
C (15.030, 10.868, 23.292)
H (11.327, 22.031, 13.100)
H (10.893, 14.785, 26.039)
C (19.520, 10.192, 20.327)
C (8.245, 15.044, 24.708)
H (11.405, 17.113, 15.257)
H (19.585, 17.368, 14.108)
C (10.687, 15.051, 22.712)
C (16.385, 16.989, 25.558)
C (11.407, 10.296, 22.668)
H (10.523, 14.474, 20.595)
H (8.679, 11.398, 15.584)
C (11.463, 16.686, 12.598)
H (19.764, 17.958, 15.743)
H (7.388, 18.711, 21.041)
C (11.590, 13.723, 16.298)
H (9.801, 18.141, 12.509)
C (10.754, 20.098, 14.066)
H (9.239, 17.169, 16.311)
H (19.671, 13.446, 19.528)
H (11.295, 11.403, 14.129)
H (17.987, 18.041, 24.626)
C (11.633, 20.059, 20.496)
H (18.316, 11.461, 18.014)
H (10.759, 16.291, 25.094)
C (11.197, 15.254, 25.064)
H (9.499, 7.255, 11.425)
H (15.469, 12.898, 15.752)
N (17.006, 17.112, 16.339)
H (12.462, 20.567, 18.628)
H (8.847, 13.264, 23.703)
N (19.719, 11.430, 19.526)
H (19.742, 12.735, 21.144)
H (15.018, 18.275, 18.022)
N (11.204, 18.703, 13.986)
H (10.942, 19.666, 18.496)
H (11.704, 20.583, 12.234)
H (12.902, 16.214, 24.167)
H (17.585, 12.028, 21.190)
H (11.203, 21.079, 20.692)
H (18.461, 9.743, 20.143)
H (13.561, 13.879, 15.649)
H (15.400, 11.869, 17.153)
H (14.071, 11.526, 19.059)
C (9.323, 10.889, 16.302)
H (9.185, 19.498, 19.883)
C (9.300, 17.697, 15.393)
H (12.492, 16.659, 12.954)
H (15.357, 14.952, 17.310)
H (15.354, 13.927, 18.703)
H (11.602, 9.201, 18.841)
C (13.871, 11.643, 21.324)
C (12.637, 10.970, 23.209)
N (13.583, 13.754, 17.692)
H (9.585, 6.988, 13.217)
C (14.375, 11.048, 19.989)
H (8.713, 18.664, 15.481)
H (17.551, 13.746, 20.786)
H (11.586, 15.585, 22.679)
C (17.909, 16.754, 15.287)
H (14.289, 19.229, 16.789)
H (12.141, 11.846, 12.663)
H (12.359, 15.888, 20.122)
N (16.936, 17.296, 23.004)
H (11.399, 16.267, 11.594)
C (10.944, 20.086, 23.646)
H (10.020, 9.215, 11.035)
H (13.871, 16.114, 19.086)
C (13.008, 14.273, 16.478)
H (8.474, 15.665, 25.553)
H (19.420, 16.009, 17.471)
H (19.822, 12.047, 16.089)
C (10.831, 9.894, 11.453)
H (17.973, 14.999, 17.879)
H (14.276, 17.414, 16.675)
H (18.677, 15.983, 19.142)
H (11.200, 14.129, 15.337)
H (13.472, 13.736, 19.813)
H (16.769, 17.277, 18.371)
C (10.886, 9.695, 18.193)
H (19.933, 13.174, 17.334)
H (9.854, 20.319, 23.788)
H (12.573, 20.095, 21.022)
C (16.945, 17.866, 24.373)
H (11.828, 7.623, 17.208)
H (12.100, 7.424, 11.579)
H (19.208, 11.051, 22.339)
H (11.710, 12.612, 16.247)
H (11.147, 18.604, 15.994)
H (20.920, 10.740, 21.898)
H (17.064, 19.634, 21.849)
H (12.957, 15.385, 16.412)
H (13.232, 14.591, 24.816)
H (17.284, 16.671, 14.426)

These are the Löwdin partial charges, in e, on atoms 1 to 8:
1. H 0.10
2. C -0.09
3. H 0.10
4. C -0.07
5. H 0.12
6. H 0.10
7. H 0.11
8. C -0.09


2.
Formula: C16H30N5O4PS
Source: OMol25
Level of theory: the ωB97M-V functional and the def2-TZVPD basis

Values from the calculation:
**Total charge**: 0
**E_tot**: -52836.908 eV
**E_LUMO**: -0.243 eV
**Maximum force**: 6.7 eV Å⁻¹

CARTESIAN COORDINATES (ANGSTROEM)
H (-1.745, -0.702, 3.990)
C (4.012, 7.324, -3.759)
C (0.800, 1.182, -2.915)
C (-3.888, -0.175, 3.670)
H (0.916, -2.659, 2.379)
H (-4.875, -1.334, 1.992)
C (0.983, -3.392, 1.506)
C (2.775, 5.391, -4.248)
H (-2.298, -4.810, 0.689)
H (-2.414, -1.152, 0.887)
C (2.992, 5.544, -2.764)
C (-1.597, -3.897, 0.844)
H (-0.621, 2.208, 0.899)
C (-0.244, -4.474, 1.485)
H (1.924, -4.041, 1.720)
C (0.820, -1.551, -0.245)
C (-5.190, -0.561, 2.778)
C (3.849, 6.282, -4.832)
O (4.569, 8.386, -3.888)
H (-5.678, 0.373, 2.307)
H (1.782, -5.127, -0.693)
N (1.177, -1.101, -1.583)
C (-2.558, -0.958, 3.207)
H (1.788, 5.780, -4.520)
O (0.208, 0.951, -4.020)
N (-0.013, 0.484, -0.360)
H (-1.261, -6.014, 2.766)
H (2.068, 5.409, -2.200)
H (0.522, -5.780, 3.142)
H (-3.726, 0.963, 3.757)
C (-0.444, -5.208, 2.913)
H (-2.314, 0.568, 1.599)
O (3.474, 6.883, -2.590)
H (-1.481, -3.412, -0.184)
H (-1.689, 1.828, -0.649)
H (-2.109, -3.245, 1.631)
H (-2.782, -2.080, 3.309)
C (-0.625, 1.832, -0.195)
H (-5.954, -1.087, 3.468)
H (0.124, -5.309, 0.764)
H (1.672, -3.547, -2.366)
H (-4.109, -0.537, 4.750)
H (-0.043, 2.633, -0.798)
P (2.111, -3.765, -1.023)
H (4.795, 5.749, -4.959)
H (-0.733, -4.488, 3.752)
H (-0.140, 0.240, 2.255)
N (1.211, -2.773, 0.171)
C (-2.010, -0.525, 1.754)
H (2.832, 4.355, -4.586)
O (1.681, 2.260, -2.783)
C (0.619, 0.243, -1.632)
H (3.531, 6.732, -5.773)
H (3.745, 4.849, -2.381)
N (0.053, -0.591, 0.520)
S (4.019, -3.545, -0.735)
N (-0.511, -0.610, 1.777)

These are the Löwdin partial charges, in e, on atoms 1 to 8:
1. H 0.12
2. C -0.48
3. C -0.52
4. C -0.26
5. H 0.13
6. H 0.07
7. C -0.18
8. C -0.17


3.
Formula: C4H14N3O
Source: OMol25
Level of theory: the ωB97M-V functional and the def2-TZVPD basis

Values from the calculation:
**Total charge**: +2
**Expectation value of S²**: 0.77
**E_tot**: -10864.146 eV
**E_LUMO (alpha / beta)**: -11.768 / -13.245 eV
**Multiplicity**: 2
**Maximum force**: 4.5 eV Å⁻¹

CARTESIAN COORDINATES (ANGSTROEM)
H (0.660, -0.411, 2.255)
N (0.054, 1.325, 1.325)
O (-3.795, 0.686, -1.378)
N (2.749, 0.910, -0.933)
C (-0.228, -0.003, 1.774)
H (0.171, -1.759, -1.064)
H (1.719, -0.644, -1.931)
H (1.624, 1.050, -0.597)
H (0.817, -2.678, 0.383)
C (-0.629, -0.958, 0.580)
H (-0.951, -0.191, -0.180)
N (1.879, -0.999, 0.109)
H (-4.476, 0.959, -1.998)
H (0.664, 1.395, 0.478)
C (1.995, -0.233, -0.951)
C (0.584, -1.692, -0.054)
H (-0.774, 1.904, 1.026)
H (-1.416, -1.695, 0.740)
H (-1.066, 0.042, 2.472)
H (-0.105, 1.051, -0.182)
H (3.564, 0.707, -0.320)
H (-3.038, 1.233, -1.554)

These are the Löwdin partial charges, in e, on atoms 1 to 8:
1. H 0.14
2. N 0.17
3. O -0.05
4. N 0.27
5. C -0.15
6. H 0.14
7. H 0.20
8. H 0.16


- E_tot of number 3 (C4H14N3O)?
  -10864.146 eV